DFT (the ωB97M-V functional and the def2-TZVPD basis) results for a cluster of 12 separate species, C32H96N6O12P2S10 in total in a non-equilibrium geometry.

Output
- relative energy (zero: lowest compared OMol25 entry of this formula, charge and spin) (kcal per mole) = 87.0
- DFT total energy (Eh) = -7172.35516
- frontier orbital gap (eV) = 8.064
- 2S+1 = 1

Element x y z (Å)
1 O -4.32764 3.18210 4.44725
2 P -3.88275 3.80638 5.73276
3 N -2.26859 3.32823 6.26381
4 C -1.26022 2.91781 5.31834
5 C -1.80771 3.31623 7.62392
6 N -4.96543 3.28722 6.96989
7 C -6.19931 3.94769 7.17098
8 C -4.68843 2.11398 7.83670
9 N -3.72499 5.51208 5.84310
10 C -3.39521 6.12788 7.09307
11 C -3.31610 6.28728 4.69673
12 H -0.43034 2.40916 5.80893
13 H -0.82298 3.81510 4.88039
14 H -1.72568 2.32559 4.53048
15 H -0.91178 3.92815 7.72876
16 H -1.62632 2.34537 8.08503
17 H -2.42045 3.89041 8.31887
18 H -6.59089 4.10896 6.16661
19 H -6.78933 3.34470 7.86119
20 H -5.97057 4.89811 7.65312
21 H -5.00626 2.37850 8.84522
22 H -5.25323 1.24903 7.48888
23 H -3.64176 1.81028 7.85516
24 H -3.84440 5.55289 7.90285
25 H -2.30925 6.05422 7.15079
26 H -3.65413 7.18577 7.04909
27 H -3.68225 6.03237 3.70222
28 H -2.23833 6.20657 4.55529
29 H -3.54530 7.35202 4.74040
30 O -5.84340 -3.54290 -4.04517
31 P -4.90868 -3.72296 -5.21021
32 N -3.18115 -3.76718 -4.92218
33 C -2.26209 -4.28234 -5.98330
34 C -2.72950 -4.10868 -3.50017
35 N -5.01735 -2.46972 -6.43198
36 C -5.60463 -1.12758 -6.20146
37 C -4.39395 -2.55650 -7.80702
38 N -5.26071 -5.17785 -6.00393
39 C -5.02777 -6.41752 -5.19945
40 C -6.52338 -5.19846 -6.79694
41 H -2.64587 -5.29339 -6.11966
42 H -1.21967 -4.27266 -5.66492
43 H -2.29911 -3.74612 -6.93156
44 H -3.04679 -3.39641 -2.73852
45 H -1.64026 -4.07306 -3.48080
46 H -2.98854 -5.11353 -3.16661
47 H -4.85410 -0.36314 -6.00035
48 H -6.21052 -0.81522 -7.05200
49 H -6.29597 -1.20626 -5.36244
50 H -4.99528 -2.03448 -8.55133
51 H -3.33640 -2.30262 -7.87945
52 H -4.62156 -3.58573 -8.08445
53 H -5.22484 -6.26407 -4.13846
54 H -5.79618 -7.11921 -5.52391
55 H -4.05447 -6.89154 -5.32631
56 H -6.79214 -6.25099 -6.88662
57 H -6.42667 -4.66497 -7.74253
58 H -7.30171 -4.80556 -6.14277
59 C 2.34239 -0.70181 -7.43862
60 S 1.98418 0.45258 -6.13656
61 O 2.35499 1.80721 -6.71227
62 C 0.17427 0.34815 -6.47633
63 H 3.42434 -0.61319 -7.53670
64 H 1.83301 -0.47573 -8.37538
65 H 2.11466 -1.76341 -7.34243
66 H -0.26647 1.30263 -6.18855
67 H -0.20488 -0.38909 -5.76864
68 H -0.14418 0.11739 -7.49291
69 C 4.30341 -7.54987 -4.14804
70 S 2.87562 -6.40160 -4.50211
71 O 1.58515 -7.04439 -4.02364
72 C 3.23342 -5.15508 -3.23866
73 H 4.56866 -8.19013 -4.98936
74 H 4.00280 -8.20157 -3.32767
75 H 5.19227 -7.01427 -3.81463
76 H 3.31359 -5.48856 -2.20403
77 H 2.41390 -4.43642 -3.23669
78 H 4.12966 -4.60870 -3.53248
79 C -3.59628 1.04707 -1.97684
80 S -3.79095 2.83624 -2.14248
81 O -4.82734 3.00124 -3.29157
82 C -4.77252 3.18663 -0.61899
83 H -2.91098 0.78253 -2.78213
84 H -4.56290 0.56623 -2.12697
85 H -3.16378 0.75833 -1.01889
86 H -5.28357 4.13862 -0.76269
87 H -4.12625 3.44692 0.21928
88 H -5.50194 2.38327 -0.51571
89 C 0.45054 -6.14093 1.92679
90 S 1.51828 -7.43004 2.64232
91 O 0.62050 -8.69471 2.74736
92 C 2.61318 -7.77140 1.16555
93 H 0.84744 -5.13357 2.05255
94 H -0.51003 -6.01831 2.42717
95 H 0.28968 -6.41868 0.88512
96 H 3.04240 -6.87247 0.72305
97 H 2.02965 -8.30406 0.41465
98 H 3.50408 -8.32898 1.45452
99 C -0.64590 7.83209 -0.69315
100 S 0.96082 7.31211 0.07978
101 O 0.71730 5.84688 0.54051
102 C 1.94352 7.50270 -1.43785
103 H -1.57392 7.42517 -0.29152
104 H -0.73697 7.77286 -1.77772
105 H -0.80886 8.89553 -0.51817
106 H 2.96683 7.34066 -1.09922
107 H 1.80678 8.42815 -1.99727
108 H 1.58458 6.69849 -2.08012
109 C 0.96129 0.26035 0.94503
110 S 1.57277 0.43661 -0.74908
111 O 0.82759 -0.59128 -1.61238
112 C 0.87963 2.13387 -1.10334
113 H -0.12290 0.36059 0.89423
114 H 1.42466 1.08029 1.49375
115 H 1.30261 -0.55667 1.58069
116 H 0.78960 2.31561 -2.17430
117 H 1.59796 2.78384 -0.60369
118 H -0.05071 2.29343 -0.55827
119 C 6.32343 -1.65521 2.25713
120 S 7.45432 -2.98449 1.63497
121 O 6.87962 -3.89010 0.58389
122 C 8.64072 -1.98905 0.68359
123 H 6.86739 -0.93017 2.86255
124 H 5.48086 -2.09238 2.79291
125 H 6.10943 -1.02940 1.39072
126 H 8.16185 -1.67295 -0.24316
127 H 9.46147 -2.64489 0.39318
128 H 8.91917 -1.11955 1.27903
129 C 6.39436 2.22416 -2.69090
130 S 5.72912 3.89132 -2.02384
131 O 6.53137 4.46395 -0.84937
132 C 6.31393 5.05947 -3.36999
133 H 6.39754 1.48684 -1.88812
134 H 7.41264 2.41887 -3.02748
135 H 5.77280 1.86188 -3.50975
136 H 6.17416 4.72981 -4.39950
137 H 7.40229 5.00731 -3.34081
138 H 6.10708 6.11941 -3.22220
139 C 1.30428 -1.94531 6.11675
140 S -0.46682 -2.31701 5.77574
141 O -0.82068 -2.64294 4.34178
142 C -0.58186 -3.99242 6.56199
143 H 1.35327 -1.38512 7.05049
144 H 1.78301 -1.36004 5.33165
145 H 1.97721 -2.78448 6.29302
146 H -1.59556 -4.28515 6.28846
147 H -0.62090 -4.01813 7.65099
148 H 0.21018 -4.67418 6.25221
149 C 4.49705 4.28117 4.04478
150 S 4.66334 2.71667 4.93218
151 O 3.91810 2.82150 6.25813
152 C 6.45810 2.95931 5.40340
153 H 3.51227 4.22232 3.58127
154 H 5.25478 4.42620 3.27477
155 H 4.57498 5.10300 4.75655
156 H 6.65390 2.03588 5.94840
157 H 6.57389 3.80518 6.08104
158 H 7.12325 3.03588 4.54327

Löwdin atomic charge list, values in e, 99 entries: -0.306 0.658 -0.304 -0.115 -0.178 -0.327 -0.130 -0.089 -0.326 -0.127 -0.131 0.080 0.073 0.076 0.084 0.078 0.066 0.087 0.088 0.065 0.081 0.083 0.050 0.068 0.078 0.088 0.079 0.076 0.079 -0.311 0.609 -0.283 -0.101 -0.094 -0.286 -0.113 -0.111 -0.316 -0.100 -0.098 0.058 0.075 0.045 0.070 0.064 0.065 0.075 0.070 0.068 0.075 0.060 0.053 0.075 0.068 0.071 0.069 0.066 0.079 -0.308 0.835 -0.578 -0.252 0.043 0.055 0.059 0.049 0.042 0.052 -0.247 0.825 -0.582 -0.278 0.040 0.048 0.043 0.054 0.047 0.047 -0.272 0.819 -0.598 -0.250 0.041 0.060 0.052 0.044 0.045 0.055 -0.270 0.833 -0.597 -0.251 0.046 0.054 0.050 0.038 0.053 0.041 -0.262


DFT (the ωB97M-V functional and the def2-TZVPD basis) results for a cluster of 16 separate species, C32H96O16 in total in a non-equilibrium geometry.

Output
- relative energy (zero: lowest compared OMol25 entry of this formula, charge and spin) (kcal per mole) = 129.7
- DFT total energy (Eh) = -2480.35232
- frontier orbital gap (eV) = 10.072
- 2S+1 = 1

Element x y z (Å)
1 C 6.67016 -1.54632 -1.81882
2 C 5.54691 -0.48068 -1.70550
3 O 4.42009 -0.85282 -2.48584
4 H 7.55601 -1.29442 -1.23580
5 H 6.97930 -1.62604 -2.86101
6 H 6.35213 -2.51967 -1.44526
7 H 5.82970 0.52013 -2.03186
8 H 5.09803 -0.47980 -0.71222
9 H 4.12516 -0.04212 -2.90699
10 C 6.13082 4.73111 1.63829
11 C 6.03220 3.68454 2.62228
12 O 6.88430 3.98824 3.68374
13 H 5.64573 5.63572 2.00502
14 H 5.63543 4.49321 0.69697
15 H 7.16670 5.01406 1.45126
16 H 6.18784 2.66738 2.26274
17 H 5.00616 3.66032 2.98936
18 H 6.86759 3.25332 4.30117
19 C 0.39052 -4.21212 7.19293
20 C 0.70416 -5.64636 7.40831
21 O 0.01397 -6.06581 8.56083
22 H 0.66856 -3.51615 7.98439
23 H -0.68587 -4.07601 7.08819
24 H 0.98337 -3.83682 6.35878
25 H 1.77460 -5.77601 7.56784
26 H 0.44087 -6.17641 6.49298
27 H 0.31836 -5.54526 9.30780
28 C 1.76263 -6.38097 1.52973
29 C 0.32524 -6.29498 1.11475
30 O -0.33462 -5.32366 1.91426
31 H 2.34227 -5.50807 1.22946
32 H 2.12746 -7.31981 1.11309
33 H 1.90194 -6.45107 2.60852
34 H -0.25981 -7.19977 1.27953
35 H 0.16769 -5.97315 0.08533
36 H -1.13045 -5.73816 2.25549
37 C -5.20668 -1.79726 2.87602
38 C -6.67986 -2.11716 3.09562
39 O -7.00203 -3.36668 2.48178
40 H -4.98486 -0.73404 2.96803
41 H -4.86077 -2.17332 1.91319
42 H -4.59793 -2.27371 3.64446
43 H -7.20115 -1.31750 2.56940
44 H -6.99676 -2.18442 4.13635
45 H -7.95805 -3.41262 2.40741
46 C 2.21881 -4.97910 -4.28116
47 C 3.02932 -4.58920 -5.46239
48 O 4.26023 -4.01361 -4.95215
49 H 2.08064 -4.18962 -3.54243
50 H 2.55673 -5.88704 -3.78159
51 H 1.23167 -5.22622 -4.67177
52 H 2.47403 -3.88007 -6.07630
53 H 3.24071 -5.47706 -6.05832
54 H 4.00437 -3.34100 -4.31675
55 C 1.94866 1.78922 5.92153
56 C 0.49209 2.16407 6.27493
57 O -0.43112 1.10886 5.91540
58 H 1.99600 1.41046 4.90055
59 H 2.32210 1.00621 6.58149
60 H 2.54345 2.70151 5.96666
61 H 0.16609 3.07520 5.77326
62 H 0.35052 2.36570 7.33672
63 H -0.03957 0.69890 5.14065
64 C -2.60845 5.32303 -6.61346
65 C -1.61015 5.86267 -5.59505
66 O -1.34047 4.84052 -4.66228
67 H -3.60195 5.09961 -6.22468
68 H -2.26309 4.33365 -6.91339
69 H -2.70185 5.86038 -7.55719
70 H -1.88595 6.81967 -5.15211
71 H -0.75752 6.12309 -6.22219
72 H -1.56567 5.20125 -3.80160
73 C 4.45837 1.48087 -6.31399
74 C 3.22454 2.38838 -6.23229
75 O 2.72870 2.17947 -4.90926
76 H 4.31924 0.41979 -6.10701
77 H 5.29777 1.87021 -5.73787
78 H 4.89315 1.45423 -7.31317
79 H 2.54183 2.07505 -7.02211
80 H 3.55363 3.41571 -6.38845
81 H 1.98329 2.77068 -4.78103
82 C -4.43214 -5.22019 -2.30957
83 C -5.94763 -5.32134 -2.18356
84 O -6.50460 -4.10454 -1.75150
85 H -3.95232 -6.19283 -2.41840
86 H -4.09622 -4.75162 -1.38454
87 H -4.08696 -4.54127 -3.08933
88 H -6.22260 -6.14912 -1.52990
89 H -6.42526 -5.50633 -3.14572
90 H -6.56420 -4.14940 -0.79441
91 C 5.04551 -2.45619 4.17070
92 C 5.44746 -3.52996 5.16898
93 O 6.81192 -3.38080 5.39481
94 H 3.96335 -2.35684 4.08605
95 H 5.46464 -2.61775 3.17755
96 H 5.33592 -1.46287 4.51285
97 H 5.25428 -4.50435 4.72025
98 H 4.92531 -3.48329 6.12462
99 H 7.30277 -3.68067 4.62622
100 C -1.81735 -0.87730 -5.19790
101 C -3.04470 -0.86498 -6.08899
102 O -2.92628 -1.89737 -7.07015
103 H -0.88070 -0.58949 -5.67534
104 H -1.65172 -1.86848 -4.77574
105 H -2.07483 -0.23013 -4.35946
106 H -3.14493 0.07966 -6.62351
107 H -3.93409 -0.97629 -5.46874
108 H -3.73092 -1.78143 -7.58075
109 C -5.28633 5.64568 3.58036
110 C -3.99467 4.81331 3.18645
111 O -2.87427 5.71611 3.22580
112 H -6.16597 5.02506 3.40957
113 H -5.36995 6.55894 2.99124
114 H -5.24786 5.83638 4.65287
115 H -4.09629 4.37552 2.19341
116 H -3.81364 4.06719 3.96017
117 H -2.64482 5.93404 4.13214
118 C 0.35491 1.03831 0.74957
119 C 0.03451 -0.45514 0.82567
120 O -0.06258 -0.70049 2.18232
121 H -0.35787 1.61293 1.34106
122 H 0.30196 1.38004 -0.28412
123 H 1.35194 1.26369 1.12804
124 H 0.83666 -0.98856 0.31565
125 H -0.90195 -0.76938 0.36481
126 H -0.29342 -1.62553 2.29459
127 C 1.12304 7.49531 -1.13290
128 C -0.29045 7.75413 -0.75164
129 O -1.06503 6.59269 -0.79079
130 H 1.19853 7.10769 -2.14885
131 H 1.64797 6.77884 -0.50107
132 H 1.72531 8.40258 -1.18028
133 H -0.81314 8.47966 -1.37493
134 H -0.37490 8.09494 0.28026
135 H -1.40110 6.44680 0.09655
136 C -5.84547 2.69462 -2.36431
137 C -6.07433 1.35505 -1.62235
138 O -7.13866 0.63336 -2.12520
139 H -5.08332 3.33365 -1.91837
140 H -6.75705 3.26641 -2.53801
141 H -5.52211 2.48366 -3.38364
142 H -6.27599 1.67449 -0.59991
143 H -5.17422 0.74124 -1.58849
144 H -7.03075 -0.29210 -1.89394

Löwdin atomic charge list, values in e, 99 entries: -0.074 -0.304 -0.101 0.064 0.071 0.069 0.110 0.100 0.068 -0.107 -0.391 -0.059 0.082 0.083 0.085 0.114 0.108 0.086 -0.113 -0.345 -0.074 0.073 0.083 0.072 0.107 0.115 0.083 -0.087 -0.328 -0.100 0.076 0.074 0.073 0.111 0.108 0.074 -0.086 -0.314 -0.095 0.072 0.072 0.068 0.103 0.110 0.077 -0.115 -0.305 -0.093 0.076 0.077 0.072 0.106 0.113 0.057 -0.080 -0.295 -0.095 0.065 0.073 0.069 0.097 0.105 0.056 -0.098 -0.333 -0.067 0.068 0.068 0.070 0.110 0.100 0.077 -0.099 -0.303 -0.087 0.072 0.069 0.066 0.106 0.107 0.076 -0.085 -0.335 -0.081 0.070 0.067 0.069 0.109 0.108 0.074 -0.094 -0.339 -0.078 0.064 0.072 0.071 0.105 0.113 0.086


> Which of these has the highest DFT total energy?

C32H96O16


> relative energy (zero: lowest compared OMol25 entry of this formula, charge and spin) of number 1 (C32H96N6O12P2S10)?

87.0 kcal per mole